[1]
Computed, not measured: a single C3H6N2O2 molecule in a non-equilibrium geometry, with the ωB97M-V functional and the def2-TZVPD basis.

The value obtained for the HOMO energy is -0.332 Eh. The largest force on an atom is 1.98 eV/A. The energy above the lowest of the compared OMol25 structures with the same formula, charge and spin comes out at 71.3 kcal per mole.

CARTESIAN COORDINATES (ANGSTROEM)
1 O 1.69 -0.22 1.30
2 C 1.80 0.48 0.31
3 N 0.78 0.70 -0.59
4 C -0.46 0.51 0.14
5 O -1.16 1.45 0.51
6 C -0.55 -0.88 0.56
7 N -1.49 -0.73 -0.70
8 H 2.74 0.99 0.09
9 H 0.84 1.54 -1.16
10 H 0.20 -1.62 0.28
11 H -0.94 -1.06 1.58
12 H -2.36 -0.21 -0.72
13 H -1.11 -0.94 -1.61



[2]
Computed, not measured: 2 unconnected molecules or ions with the total composition C11H16O3S in a non-equilibrium geometry, with the ωB97M-V functional and the def2-TZVPD basis.

The value obtained for the HOMO energy (spin up / spin down) is -0.238 / -0.320 Eh. The largest force on an atom is 5.04 eV/A. As for the multiplicity: 3.

CARTESIAN COORDINATES (ANGSTROEM)
1 C 2.59 0.61 0.56
2 C 2.51 -1.15 -0.99
3 C 1.20 0.79 0.55
4 C 1.13 -0.99 -1.16
5 C 3.22 -0.32 -0.21
6 C 0.53 0.07 -0.43
7 C 4.68 -0.62 0.03
8 C -3.35 1.16 1.33
9 C -1.49 2.22 -1.58
10 C -1.66 -2.28 0.81
11 C -1.88 0.26 -0.32
12 O -3.99 -1.30 0.05
13 O -2.01 0.81 0.92
14 O -2.12 0.98 -1.46
15 S -2.64 -1.41 -0.53
16 H 3.06 0.95 1.50
17 H 2.96 -2.13 -1.45
18 H 0.57 1.42 1.22
19 H 0.44 -1.47 -1.88
20 H 5.24 0.25 -0.21
21 H 4.90 -0.68 1.09
22 H 5.17 -1.41 -0.44
23 H -3.83 0.33 1.94
24 H -4.05 1.31 0.62
25 H -3.13 1.96 2.03
26 H -0.55 2.27 -2.11
27 H -1.25 2.72 -0.66
28 H -1.93 2.82 -2.26
29 H -0.72 -1.89 0.48
30 H -1.70 -3.32 0.72
31 H -1.86 -1.97 1.83



[3]
Computed, not measured: a molecular structure, C23H20F3I2N3OPdS in a non-equilibrium geometry, with the ωB97M-V functional and the def2-TZVPD basis.

The value obtained for the HOMO energy is -0.273 Eh. The largest force on an atom is 1.22 eV/A. The energy above the lowest of the compared OMol25 structures with the same formula, charge and spin comes out at 7.6 kcal per mole.

CARTESIAN COORDINATES (ANGSTROEM)
1 Pd 1.18 1.08 0.76
2 I 1.27 6.30 0.46
3 C 2.87 4.98 0.67
4 C 4.19 5.45 0.74
5 C 5.24 4.59 0.89
6 I 7.18 5.39 0.96
7 C 5.02 3.19 0.94
8 C 6.03 2.21 1.08
9 C 5.70 0.89 1.09
10 C 4.35 0.52 0.96
11 N 3.39 1.40 0.84
12 C 3.69 2.73 0.84
13 C 2.57 3.62 0.74
14 O 1.36 3.17 0.76
15 H 4.36 6.52 0.70
16 H 7.06 2.52 1.18
17 H 6.45 0.12 1.19
18 H 4.06 -0.53 0.99
19 F -8.33 0.65 -0.13
20 C -7.50 0.35 -1.14
21 F -7.80 -0.91 -1.54
22 F -7.81 1.16 -2.17
23 C -6.06 0.47 -0.75
24 C -5.09 0.19 -1.71
25 C -3.75 0.30 -1.38
26 C -3.36 0.68 -0.09
27 C -4.34 0.94 0.86
28 C -5.68 0.84 0.54
29 C -1.96 0.80 0.22
30 C -0.76 0.87 0.37
31 H -5.39 -0.10 -2.70
32 H -2.99 0.09 -2.12
33 H -4.05 1.24 1.86
34 H -6.44 1.04 1.28
35 C -1.41 -4.84 0.41
36 C -1.12 -3.35 0.27
37 N -0.07 -2.92 1.20
38 C 0.87 -1.99 0.93
39 S 1.33 -0.89 2.17
40 N 1.43 -1.97 -0.29
41 C 1.64 -3.10 -1.19
42 C 1.21 -2.77 -2.62
43 H -2.20 -5.13 -0.28
44 H -1.75 -5.07 1.43
45 H -0.53 -5.43 0.20
46 H -2.02 -2.77 0.49
47 H -0.83 -3.10 -0.74
48 H -0.37 -2.88 2.16
49 H 2.05 -1.18 -0.43
50 H 1.10 -3.96 -0.81
51 H 2.70 -3.35 -1.17
52 H 0.16 -2.50 -2.65
53 H 1.38 -3.62 -3.27
54 H 1.79 -1.92 -3.00



[4]
Computed, not measured: a molecular structure, C9H24AlFN3O4P in a non-equilibrium geometry, with the ωB97M-V functional and the def2-TZVPD basis.

The value obtained for the HOMO energy is -0.573 Eh. As for the charge: +2. The largest force on an atom is 8.03 eV/A. The energy above the lowest of the compared OMol25 structures with the same formula, charge and spin comes out at 0.6 kcal per mole.

CARTESIAN COORDINATES (ANGSTROEM)
1 Al 1.29 -0.20 3.48
2 F 1.93 -1.67 1.99
3 O 0.39 0.24 2.16
4 P -0.54 0.38 1.05
5 N -2.12 0.21 1.61
6 C -2.65 1.12 2.63
7 C -2.76 -1.09 1.66
8 N -0.34 -0.74 -0.22
9 C -1.17 -0.70 -1.41
10 C 0.66 -1.83 -0.05
11 N -0.42 1.94 0.27
12 C -1.64 2.40 -0.41
13 C 0.86 2.42 -0.35
14 H -3.74 1.14 2.68
15 H -2.38 2.13 2.32
16 H -2.29 0.90 3.63
17 H -3.79 -1.09 1.30
18 H -2.85 -1.57 2.63
19 H -2.30 -1.80 0.97
20 H -1.28 -1.70 -1.83
21 H -2.12 -0.20 -1.25
22 H -0.55 -0.12 -2.09
23 H 1.44 -1.50 0.64
24 H 0.32 -2.70 0.51
25 H 1.01 -2.05 -1.05
26 H -2.51 1.81 -0.10
27 H -1.86 3.42 -0.11
28 H -1.56 2.28 -1.49
29 H 0.99 2.03 -1.36
30 H 1.61 2.12 0.38
31 H 0.78 3.51 -0.40
32 C 3.11 -2.56 -0.06
33 O 2.47 -1.99 -1.20
34 C 2.40 -0.67 -1.46
35 O 2.82 0.24 -0.79
36 O 1.80 -0.50 -2.63
37 C 1.35 0.82 -3.04
38 H 3.57 -3.54 -0.22
39 H 2.43 -2.41 0.78
40 H 3.97 -1.99 0.30
41 H 0.38 1.06 -2.60
42 H 1.15 0.98 -4.10
43 H 2.17 1.48 -2.79



[5]
Computed, not measured: 2 unconnected molecules or ions with the total composition C45H55BCl4N2O in a non-equilibrium geometry, with the ωB97M-V functional and the def2-TZVPD basis.

The value obtained for the HOMO energy is -0.233 Eh. The largest force on an atom is 2.80 eV/A. The energy above the lowest of the compared OMol25 structures with the same formula, charge and spin comes out at 23.4 kcal per mole.

CARTESIAN COORDINATES (ANGSTROEM)
1 Cl -2.65 0.38 1.18
2 B -2.10 -0.07 -0.51
3 Cl -3.57 -0.75 -1.42
4 Cl -1.35 1.43 -1.34
5 O -1.04 -1.19 -0.52
6 C 0.23 -0.99 -0.37
7 C 0.75 -0.13 0.66
8 C 1.81 0.71 0.24
9 C 2.11 1.83 0.99
10 C 1.42 2.07 2.19
11 Cl 1.71 3.52 3.05
12 C 0.51 1.14 2.69
13 C 0.20 0.00 1.96
14 H 0.92 -1.20 -1.19
15 H 2.32 0.47 -0.69
16 H 2.86 2.54 0.65
17 H 0.01 1.33 3.64
18 H -0.48 -0.76 2.33
19 C 2.82 -4.27 -5.55
20 C 2.90 -2.87 -4.97
21 C 3.97 -2.79 -3.87
22 C 3.28 -1.93 -6.11
23 C 1.56 -2.37 -4.37
24 C 1.50 -1.02 -4.05
25 C 0.29 -0.43 -3.71
26 C -0.88 -1.19 -3.74
27 C -0.86 -2.54 -4.09
28 C -2.19 -3.24 -4.47
29 C -2.61 -4.21 -3.37
30 C -2.04 -3.93 -5.83
31 C -3.34 -2.23 -4.62
32 C 0.42 -3.18 -4.12
33 N 0.59 -4.50 -3.56
34 C 1.16 -4.69 -2.30
35 C 1.32 -3.66 -1.39
36 C 2.31 -3.72 -0.35
37 C 3.53 -4.40 -0.58
38 C 4.39 -4.69 0.47
39 C 4.08 -4.27 1.77
40 C 2.92 -3.52 2.00
41 C 2.08 -3.19 0.94
42 N 1.06 -6.04 -2.02
43 C 1.56 -6.72 -0.85
44 C 0.95 -6.47 0.42
45 C -0.57 -6.21 0.62
46 C -0.93 -6.21 2.11
47 C -1.34 -7.33 -0.09
48 C -1.03 -4.86 0.09
49 C 1.72 -6.70 1.56
50 C 2.77 -7.61 1.52
51 C 3.09 -8.18 0.30
52 C 2.65 -7.63 -0.91
53 C 3.39 -8.16 -2.18
54 C 4.85 -8.52 -1.83
55 C 3.50 -7.14 -3.31
56 C 2.68 -9.44 -2.63
57 C 0.44 -6.66 -3.11
58 C 0.20 -5.74 -4.05
59 H 2.02 -4.33 -6.31
60 H 3.77 -4.53 -6.04
61 H 2.63 -5.03 -4.78
62 H 4.18 -1.74 -3.62
63 H 3.62 -3.28 -2.96
64 H 4.90 -3.26 -4.19
65 H 3.41 -0.90 -5.77
66 H 4.22 -2.25 -6.58
67 H 2.50 -1.94 -6.87
68 H 2.40 -0.40 -4.03
69 H 0.24 0.63 -3.44
70 H -1.82 -0.71 -3.48
71 H -2.55 -3.72 -2.39
72 H -3.66 -4.52 -3.54
73 H -2.00 -5.11 -3.36
74 H -2.07 -3.17 -6.62
75 H -1.10 -4.46 -5.93
76 H -2.87 -4.62 -5.99
77 H -3.11 -1.48 -5.38
78 H -4.25 -2.77 -4.94
79 H -3.57 -1.74 -3.67
80 H 0.51 -2.94 -1.41
81 H 3.76 -4.72 -1.59
82 H 5.30 -5.27 0.28
83 H 4.72 -4.55 2.61
84 H 2.64 -3.20 3.01
85 H 1.21 -2.54 1.10
86 H -0.46 -5.36 2.62
87 H -2.01 -6.11 2.25
88 H -0.62 -7.13 2.61
89 H -1.15 -7.32 -1.17
90 H -1.02 -8.30 0.30
91 H -2.42 -7.22 0.08
92 H -0.86 -4.77 -0.99
93 H -2.11 -4.74 0.26
94 H -0.51 -4.03 0.59
95 H 1.48 -6.22 2.51
96 H 3.29 -7.88 2.44
97 H 3.78 -9.02 0.30
98 H 4.94 -9.36 -1.14
99 H 5.39 -8.81 -2.75
100 H 5.37 -7.65 -1.41
101 H 2.60 -7.10 -3.91
102 H 3.76 -6.15 -2.91
103 H 4.32 -7.43 -3.98
104 H 1.64 -9.23 -2.91
105 H 3.19 -9.88 -3.49
106 H 2.67 -10.17 -1.81
107 H 0.24 -7.73 -3.12
108 H -0.20 -5.87 -5.05



[6]
Computed, not measured: a single H2N2O4S molecule in a non-equilibrium geometry, with the ωB97M-V functional and the def2-TZVPD basis.

The value obtained for the HOMO energy is -0.410 Eh. The largest force on an atom is 6.61 eV/A. The energy above the lowest of the compared OMol25 structures with the same formula, charge and spin comes out at 50.2 kcal per mole.

CARTESIAN COORDINATES (ANGSTROEM)
1 N 0.05 0.06 0.04
2 S 1.53 -0.78 0.29
3 O 1.75 -1.18 1.63
4 O 1.75 -1.82 -0.86
5 N 2.72 0.76 -0.09
6 O 2.25 1.85 -0.11
7 O 3.80 0.43 -0.44
8 H -0.31 0.11 -0.85
9 H -0.42 0.63 0.71